[1]
Density functional theory data (wB97M-V/def2-TZVPD) for one molecule with the formula C3H7BO2 at a distorted geometry.

Properties
ΔE to the lowest compared entry with this formula, charge and spin = 34.2 kJ/mol
SMILES string = C=C(C)B(O)O
LUMO = 0.2 eV
HOMO energy = -9.18 eV
max |F| = 4.60 eV/Å
total charge = 0

Each line ends with the Mulliken charge.
Geometry (Å):
1 B -1.14 0.05 -0.19  0.677
2 C 1.14 1.43 0.26  -0.882
3 C 0.47 0.24 0.11  0.402
4 C 1.37 -1.00 0.16  -1.188
5 O -2.06 1.04 -0.22  -0.544
6 O -1.58 -1.27 -0.34  -0.568
7 H 2.19 1.38 0.27  0.282
8 H 0.70 2.35 0.53  0.319
9 H 1.41 -1.09 1.23  0.313
10 H 0.68 -1.80 -0.30  0.224
11 H 2.27 -0.81 -0.34  0.424
12 H -2.93 0.81 -0.72  0.287
13 H -2.55 -1.32 -0.45  0.252

---

[2]
Density functional theory data (wB97M-V/def2-TZVPD) for C48H68PS5Sb4Tc as an isolated structure.

Properties
ΔE to the lowest compared entry with this formula, charge and spin = 0.0 kJ/mol
LUMO (spin up / spin down) = -12.1 / -12.1 eV
HOMO energy (spin up / spin down) = -17.13 / -17.13 eV
max |F| = 0.56 eV/Å
total charge = +4

Each line ends with the Mulliken charge.
Geometry (Å):
1 Tc -1.63 -0.02 0.07  0.372
2 S -4.66 -1.14 -3.12  -0.317
3 Sb -4.79 -1.32 -0.96  0.691
4 S -3.46 0.96 -0.19  -0.664
5 S -2.34 -2.07 -0.18  0.212
6 S -6.03 -2.01 0.68  -0.309
7 C 4.79 0.42 -3.04  -1.308
8 Sb 4.18 -0.95 -1.52  0.748
9 C 5.25 0.03 0.06  -1.450
10 C 5.87 -2.32 -2.02  -1.976
11 C 6.14 -3.42 -1.10  1.312
12 C 7.06 -3.24 -0.07  -0.534
13 C 7.44 -4.31 0.73  -0.448
14 C 6.90 -5.61 0.59  -0.791
15 C 5.96 -5.81 -0.37  -0.532
16 C 5.53 -4.74 -1.23  1.158
17 C 4.55 -4.98 -2.13  -1.315
18 Sb -1.84 -4.61 -0.72  0.587
19 C -3.68 -4.82 -1.76  -1.112
20 C -2.59 -5.14 1.20  -1.155
21 H 5.88 0.45 -3.10  0.469
22 H 4.44 1.42 -2.79  0.224
23 H 4.39 0.13 -4.01  0.456
24 H 6.32 -0.03 -0.13  0.406
25 H 5.04 -0.41 1.03  0.391
26 H 4.97 1.08 0.08  0.506
27 H 6.70 -1.62 -2.00  0.635
28 H 5.67 -2.64 -3.04  0.718
29 H 7.54 -2.29 0.07  0.404
30 H 8.20 -4.14 1.48  0.439
31 H 7.25 -6.40 1.22  0.458
32 H 5.52 -6.79 -0.52  0.427
33 H 4.11 -5.97 -2.22  0.350
34 H 4.16 -4.21 -2.79  0.250
35 H -3.68 -5.85 -2.12  0.458
36 H -3.73 -4.16 -2.62  0.255
37 H -4.53 -4.68 -1.10  0.332
38 H -2.63 -6.23 1.23  0.494
39 H -3.60 -4.74 1.34  0.328
40 H -1.93 -4.79 1.99  0.291
41 C -4.64 -0.50 5.15  -0.843
42 C -3.87 -1.68 4.54  -0.814
43 C -3.06 -1.26 3.31  0.293
44 C -2.51 0.16 3.52  1.161
45 C -3.67 1.17 3.52  -0.740
46 C -4.96 0.54 4.08  -0.828
47 P -1.19 0.61 2.35  -0.507
48 C 0.39 -0.29 2.65  0.697
49 C 0.73 -0.50 4.15  -1.014
50 C 0.72 -1.98 4.52  -0.717
51 C 1.77 -2.75 3.71  -0.945
52 C 1.76 -2.34 2.22  -0.577
53 C 0.48 -1.60 1.85  -0.210
54 C -0.74 2.39 2.38  0.608
55 C -0.29 2.78 3.82  -0.694
56 C -0.31 4.30 4.00  -0.877
57 C 0.05 5.02 2.70  -0.914
58 C -0.99 4.73 1.61  -0.473
59 C -1.75 3.42 1.86  0.142
60 H -4.05 -0.03 5.94  0.317
61 H -5.55 -0.85 5.62  0.491
62 H -4.57 -2.47 4.24  0.519
63 H -3.20 -2.12 5.28  0.282
64 H -3.70 -1.25 2.42  -0.406
65 H -2.26 -1.99 3.12  -0.577
66 H -2.01 0.18 4.49  1.223
67 H -3.86 1.54 2.51  -0.004
68 H -3.39 2.04 4.12  0.273
69 H -5.53 0.08 3.27  0.254
70 H -5.59 1.33 4.49  0.532
71 H 1.12 0.40 2.20  0.790
72 H 0.06 0.06 4.80  0.483
73 H 1.73 -0.09 4.33  0.476
74 H -0.28 -2.40 4.36  -0.045
75 H 0.93 -2.09 5.58  0.540
76 H 1.60 -3.82 3.81  0.378
77 H 2.75 -2.55 4.13  0.366
78 H 1.87 -3.22 1.58  0.457
79 H 2.62 -1.69 1.99  0.065
80 H -0.38 -2.24 2.04  -0.004
81 H 0.49 -1.38 0.77  0.065
82 H 0.12 2.41 1.71  0.558
83 H 0.72 2.40 3.98  0.339
84 H -0.93 2.31 4.57  0.246
85 H 0.37 4.57 4.80  0.513
86 H -1.31 4.62 4.32  0.351
87 H 1.05 4.70 2.38  0.323
88 H 0.12 6.09 2.87  0.512
89 H -0.49 4.68 0.63  0.063
90 H -1.71 5.55 1.55  0.525
91 H -2.23 3.09 0.93  -0.840
92 H -2.54 3.57 2.59  0.345
93 S -0.08 1.07 -1.04  -0.781
94 Sb -0.80 1.96 -3.23  1.920
95 C -2.75 2.63 -3.06  0.759
96 C -3.72 2.16 -3.93  -0.737
97 C -5.00 2.68 -3.86  -0.786
98 C -5.31 3.65 -2.92  -0.698
99 C -4.34 4.11 -2.04  -0.670
100 C -3.05 3.61 -2.10  -0.887
101 C 0.55 3.52 -3.41  0.769
102 C 0.07 4.81 -3.63  -0.568
103 C 0.98 5.85 -3.81  -0.722
104 C 2.34 5.59 -3.79  -0.616
105 C 2.81 4.29 -3.57  -0.513
106 C 1.92 3.26 -3.39  -0.704
107 C -0.46 0.46 -4.61  0.620
108 C -1.07 -0.78 -4.48  -0.206
109 C -0.88 -1.74 -5.46  -0.788
110 C -0.08 -1.46 -6.56  -0.630
111 C 0.53 -0.22 -6.69  -0.802
112 C 0.34 0.75 -5.72  -0.620
113 H -3.48 1.41 -4.68  0.657
114 H -5.76 2.33 -4.55  0.480
115 H -6.31 4.05 -2.87  0.469
116 H -4.58 4.88 -1.32  0.509
117 H -2.29 3.99 -1.43  0.542
118 H -0.99 5.02 -3.67  0.428
119 H 0.63 6.85 -3.99  0.459
120 H 3.05 6.39 -3.94  0.441
121 H 3.88 4.10 -3.56  0.472
122 H 2.28 2.25 -3.23  0.372
123 H -1.72 -1.00 -3.63  0.336
124 H -1.37 -2.70 -5.38  0.483
125 H 0.05 -2.20 -7.34  0.448
126 H 1.13 0.00 -7.56  0.466
127 H 0.80 1.73 -5.83  0.481

---

[3]
Density functional theory data (wB97M-V/def2-TZVPD) for C33H28BaBrN2O2PS2 as an isolated structure.

Properties
ΔE to the lowest compared entry with this formula, charge and spin = 29.1 kJ/mol
LUMO = 4.0 eV
HOMO energy = -0.58 eV
max |F| = 0.43 eV/Å
total charge = -2

Each line ends with the Mulliken charge.
Geometry (Å):
1 Ba 0.73 -0.22 0.61  1.727
2 S 5.81 -0.05 -1.73  -0.454
3 C 5.80 -1.57 -0.90  0.965
4 C 6.71 -2.62 -0.98  -0.585
5 C 6.47 -3.75 -0.20  -0.458
6 C 5.36 -3.82 0.64  -0.608
7 C 4.46 -2.77 0.71  -0.345
8 C 4.67 -1.64 -0.07  -0.758
9 N 3.85 -0.52 -0.11  -0.122
10 C 4.29 0.39 -0.90  0.046
11 C 3.68 1.71 -1.16  1.468
12 C 4.45 2.66 -1.84  -0.746
13 C 3.93 3.92 -2.11  -0.623
14 C 2.64 4.20 -1.68  -0.804
15 C 1.90 3.24 -1.01  -0.571
16 C 2.36 1.94 -0.71  -0.353
17 H 7.57 -2.57 -1.63  0.365
18 H 7.16 -4.59 -0.26  0.364
19 H 5.18 -4.71 1.21  0.390
20 H 3.58 -2.83 1.33  0.616
21 H 5.46 2.44 -2.16  0.239
22 H 4.53 4.66 -2.63  0.340
23 H 2.20 5.18 -1.87  0.352
24 H 0.90 3.53 -0.69  0.356
25 C -1.78 -0.64 -2.08  -1.059
26 O -1.30 -0.25 -0.86  -0.343
27 H -2.69 -1.27 -2.00  0.251
28 H -1.06 -1.24 -2.67  0.202
29 H -2.06 0.21 -2.74  0.167
30 C -3.45 -0.80 0.95  -1.398
31 P -2.92 0.93 1.15  1.801
32 C -3.11 1.84 -0.41  0.222
33 C -4.33 1.84 -1.09  -0.450
34 C -4.46 2.51 -2.29  -0.712
35 C -3.38 3.20 -2.82  -0.482
36 C -2.17 3.22 -2.14  -0.338
37 C -2.03 2.54 -0.94  -0.213
38 C -4.31 1.65 2.13  0.286
39 C -3.99 2.74 2.95  -0.593
40 C -4.97 3.36 3.70  -0.724
41 C -6.28 2.91 3.65  -0.336
42 C -6.61 1.82 2.86  -0.724
43 C -5.62 1.19 2.11  -0.181
44 H -2.57 -1.36 0.67  0.284
45 H -4.18 -0.87 0.14  0.364
46 H -3.87 -1.15 1.89  0.441
47 H -5.18 1.31 -0.67  0.172
48 H -5.41 2.50 -2.82  0.354
49 H -3.48 3.73 -3.76  0.348
50 H -1.31 3.74 -2.55  0.442
51 H -1.10 2.53 -0.40  0.204
52 H -2.95 3.05 2.99  0.380
53 H -4.71 4.20 4.33  0.363
54 H -7.05 3.40 4.24  0.357
55 H -7.63 1.46 2.83  0.363
56 H -5.89 0.33 1.50  0.271
57 O 0.20 -0.04 3.15  -0.813
58 S -1.24 0.58 3.37  -0.017
59 N -1.54 1.30 1.81  -0.722
60 Br 3.17 -7.49 0.04  -0.269
61 C 2.33 -5.77 0.13  0.136
62 C 2.26 -4.99 -1.01  -0.686
63 C 1.68 -3.72 -0.91  -0.344
64 C 1.16 -3.17 0.27  -0.242
65 C 1.24 -4.05 1.37  -0.439
66 C 1.81 -5.32 1.33  -0.456
67 H 2.68 -5.35 -1.95  0.365
68 H 1.67 -3.13 -1.83  0.276
69 H 0.86 -3.73 2.34  0.336
70 H 1.87 -5.95 2.21  0.359

---

[4]
Density functional theory data (wB97M-V/def2-TZVPD) for C5H10O2 as an isolated structure.

Properties
ΔE to the lowest compared entry with this formula, charge and spin = 487.7 kJ/mol
LUMO = 0.8 eV
HOMO energy = -9.01 eV
max |F| = 0.38 eV/Å
total charge = 0

Each line ends with the Mulliken charge.
Geometry (Å):
1 C -1.76 -0.53 -0.39  -0.978
2 C -0.58 0.00 0.14  0.618
3 O -1.05 1.82 -0.47  -0.837
4 C 0.22 0.12 1.38  -0.828
5 C 0.89 0.01 0.00  0.819
6 C 1.61 -1.26 -0.40  -1.436
7 O 1.51 1.14 -0.51  -0.643
8 H -2.55 -0.83 0.31  0.282
9 H -1.83 0.82 -0.66  0.389
10 H -1.71 -1.06 -1.34  0.296
11 H -1.38 2.39 0.24  0.309
12 H 0.32 1.09 1.87  0.263
13 H 0.19 -0.74 2.04  0.267
14 H 2.65 -1.19 -0.07  0.375
15 H 1.15 -2.14 0.06  0.320
16 H 1.60 -1.37 -1.48  0.333
17 H 0.77 1.75 -0.72  0.452